1.
Below is an isolated molecule of C4H5NO2, with properties calculated with wB97M-V/def2-TZVPD.

Summary:
Energy relative to the best compared isomer or geometry (same formula, charge and spin), eV: 1.965
HOMO-LUMO gap, eV: 10.70
Total energy, Eh: -360.597191

The geometry in XYZ format:
```
12
Properties=species:S:1:pos:R:3:forces:R:3
O -1.6567 0.2064 2.2966 0.3 0.1 -0.4
C -1.0583 0.4119 1.2712 -0.1 -0.1 0.2
C -0.3328 -0.6657 0.5284 0.0 -0.1 0.2
C -0.4860 -0.6590 -0.9837 -0.1 0.0 -0.2
N 0.7453 -0.3567 -0.3593 0.2 0.0 -0.1
C 1.6912 0.6242 -0.5379 0.0 0.1 -0.2
O 1.9826 1.0838 -1.6175 -0.2 -0.1 0.5
H -1.0382 1.4156 0.7933 0.0 -0.1 0.0
H -0.2670 -1.6143 1.0565 -0.1 0.1 -0.1
H -1.0552 0.1583 -1.4294 0.2 -0.1 0.1
H -0.5491 -1.6120 -1.5036 0.0 0.1 0.1
H 2.2205 0.8679 0.4007 -0.1 0.0 -0.1
```
Positions in Å, forces in eV/Å.

2.
Below is a cluster of 3 separate species, C4H5NO2 in total in a non-equilibrium geometry, with properties calculated with wB97M-V/def2-TZVPD.

Summary:
Energy relative to the best compared isomer or geometry (same formula, charge and spin), eV: 3.713
HOMO-LUMO gap, eV: 10.88
Total energy, Eh: -360.532964

The geometry in XYZ format:
```
12
Properties=species:S:1:pos:R:3:forces:R:3
O -1.8869 2.4714 -1.3443 0.6 -0.9 0.7
C -1.3942 1.6934 -0.6813 -0.6 1.0 -0.8
C -1.0861 -1.2461 0.3381 0.2 0.0 0.3
C -0.0596 -1.5176 -0.6415 0.2 -0.1 -0.4
N 0.0493 -1.3157 0.8621 -0.4 0.0 0.0
C 1.5206 1.0203 0.8041 0.1 0.1 -0.4
O 1.7496 1.0688 -0.3808 -0.1 0.0 0.6
H 0.5723 1.3985 1.2277 0.1 0.0 0.0
H -2.1141 -1.0642 0.6306 0.2 0.0 0.0
H 0.3443 -0.7136 -1.2576 -0.1 -0.1 0.1
H 0.1027 -2.5305 -1.0076 0.0 0.2 0.1
H 2.2444 0.6089 1.5311 0.0 0.0 -0.1
```
Positions in Å, forces in eV/Å.

3.
Below is an isolated molecule of C4H5NO2, with properties calculated with wB97M-V/def2-TZVPD.

Summary:
Energy relative to the best compared isomer or geometry (same formula, charge and spin), eV: 5.313
HOMO-LUMO gap, eV: 8.39
Total energy, Eh: -360.474178

The geometry in XYZ format:
```
12
Properties=species:S:1:pos:R:3:forces:R:3
O 0.7364 2.6383 0.4249 -0.1 -0.2 0.0
C 0.5173 1.4307 0.3021 0.2 0.0 -0.1
N 1.6263 0.7390 0.0658 -0.3 -0.2 -0.1
C 0.4716 -1.1927 -0.5175 -0.2 0.0 -0.1
C -0.8484 -0.6203 -0.0852 0.1 -0.1 -0.2
O -0.9138 -0.3219 1.2950 0.0 -0.1 0.1
C -0.8282 0.7653 0.3806 0.0 0.2 -0.1
H 1.3393 -0.6222 0.0200 0.1 0.2 0.1
H 0.6398 -2.2045 -0.1333 0.0 0.1 0.0
H 0.6552 -1.1382 -1.5911 0.0 0.0 0.2
H -1.7520 -1.0433 -0.5245 0.1 0.1 0.1
H -1.6865 1.4321 0.3393 0.1 -0.1 0.0
```
Positions in Å, forces in eV/Å.

4.
Below is an isolated molecule of C4H5NO2, with properties calculated with wB97M-V/def2-TZVPD.

Summary:
Energy relative to the best compared isomer or geometry (same formula, charge and spin), eV: 3.546
HOMO-LUMO gap, eV: 11.11
Total energy, Eh: -360.539100

The geometry in XYZ format:
```
12
Properties=species:S:1:pos:R:3:forces:R:3
O 0.9641 -1.5470 0.1158 0.0 0.0 0.3
C 0.8528 -0.4395 -0.7849 0.2 0.3 -0.4
C 0.6182 0.7186 0.2027 0.3 0.1 0.0
C -0.7625 1.2288 0.2562 -0.1 0.2 -0.1
N -0.3823 0.0493 1.0482 -0.1 -0.1 0.1
C -0.4192 -1.2101 0.2627 -0.3 -0.3 0.3
O -0.4993 -0.8539 -1.1184 0.3 0.1 -0.1
H 1.6021 -0.3667 -1.5747 -0.3 -0.1 0.0
H 1.4550 1.2042 0.6952 -0.1 -0.1 -0.2
H -1.3885 1.0875 -0.6183 0.1 0.0 0.2
H -0.9618 2.1102 0.8595 0.0 -0.2 -0.1
H -1.0786 -1.9814 0.6560 0.0 0.1 -0.2
```
Positions in Å, forces in eV/Å.

5.
Below is an isolated molecule of C4H5NO2 in a non-equilibrium geometry, with properties calculated with wB97M-V/def2-TZVPD.

Summary:
Energy relative to the best compared isomer or geometry (same formula, charge and spin), eV: 3.191
HOMO-LUMO gap, eV: 10.60
Total energy, Eh: -360.552159

The geometry in XYZ format:
```
12
Properties=species:S:1:pos:R:3:forces:R:3
O 1.8109 -1.3873 -0.0841 0.4 0.6 -0.7
C 1.3108 -0.4820 -0.7172 0.7 -0.1 0.3
C 0.6969 0.6222 0.1644 0.3 -0.1 0.0
C -0.6993 1.1484 0.2628 0.0 0.5 -0.1
N -0.2313 -0.0584 1.0454 -0.9 0.2 0.0
C -0.9351 -0.9891 0.2660 0.0 -0.9 -0.9
O -0.6552 -1.2977 -0.8819 -0.7 -0.1 0.9
H 1.4212 -0.3929 -1.8043 0.0 0.2 0.0
H 1.4739 1.2358 0.6184 -0.2 -0.3 0.3
H -1.3700 1.0231 -0.5868 0.1 -0.1 0.3
H -0.9863 1.9221 0.9668 0.5 0.4 -0.4
H -1.8366 -1.3443 0.7504 -0.3 -0.3 0.3
```
Positions in Å, forces in eV/Å.

6.
Below is an isolated molecule of C4H5NO2S in a non-equilibrium geometry, with properties calculated with wB97M-V/def2-TZVPD.

Summary:
Energy relative to the best compared isomer or geometry (same formula, charge and spin), eV: 1.853
HOMO-LUMO gap, eV: 9.41
Total energy, Eh: -758.812018

The geometry in XYZ format:
```
13
Properties=species:S:1:pos:R:3:forces:R:3
C -2.3068 -0.6449 -0.0722 -1.1 0.2 -1.0
C -0.9330 -0.0420 -0.0541 -0.6 -0.6 -0.6
C 0.8713 1.1352 -0.1255 -1.0 -1.0 0.8
C 1.2581 -0.1770 -0.2318 -1.3 -0.5 0.3
H -2.3010 -1.4077 0.6681 -0.3 -0.4 1.0
H -3.0624 0.1112 0.1069 0.0 0.1 0.5
H -2.7432 -1.2189 -0.9607 1.6 1.0 0.5
H 2.5693 1.9306 -0.3572 -2.2 1.0 0.8
H 2.7631 -1.1443 1.3074 0.1 0.1 -1.5
N -0.5275 1.1751 0.0551 0.8 1.3 -0.8
O 1.6362 2.2652 -0.0719 1.5 -2.1 -1.0
O 0.0046 -0.9524 -0.1592 2.9 0.5 -0.5
S 2.7713 -1.0302 -0.1049 -0.5 0.3 1.3
```
Positions in Å, forces in eV/Å.

7.
Below is a structure of composition C4H5NO2S in a non-equilibrium geometry, with properties calculated with wB97M-V/def2-TZVPD.

Summary:
Energy relative to the best compared isomer or geometry (same formula, charge and spin), eV: 2.866
HOMO-LUMO gap, eV: 8.62
Total energy, Eh: -758.774798

The geometry in XYZ format:
```
13
Properties=species:S:1:pos:R:3:forces:R:3
C -0.9530 -0.8808 0.3842 4.4 0.4 0.2
C -1.5384 0.4892 0.1057 -2.7 0.2 0.0
C 0.7877 0.7904 -0.4863 0.7 2.1 3.2
C 0.9555 -0.3323 0.5057 -2.1 -0.9 1.5
N -0.5333 1.3560 -0.1996 -2.4 1.0 -0.9
O -1.2093 -2.0255 0.2899 -0.9 1.0 0.1
O -2.7607 0.6889 0.1804 2.4 0.0 -0.2
S 1.7848 -1.7803 -0.1169 -0.2 -0.3 0.2
H 1.4518 1.6706 -0.2149 -0.1 -1.3 -1.1
H 0.9145 0.2891 -1.3926 0.1 0.2 -2.1
H 1.3240 -0.0098 1.5504 -0.9 -0.6 -1.6
H -0.8834 2.3041 -0.5543 1.0 -2.0 0.6
H 0.6599 -2.5595 -0.0516 0.6 0.1 0.0
```
Positions in Å, forces in eV/Å.

8.
Below is an isolated molecule of C4H5NO2S in a non-equilibrium geometry, with properties calculated with wB97M-V/def2-TZVPD.

Summary:
Energy relative to the best compared isomer or geometry (same formula, charge and spin), eV: 4.315
HOMO-LUMO gap, eV: 8.55
Total energy, Eh: -758.721525

The geometry in XYZ format:
```
13
Properties=species:S:1:pos:R:3:forces:R:3
C 2.4662 1.2750 0.0360 -0.5 -0.2 -0.1
C 1.0763 0.6770 -0.0879 1.9 0.0 -0.5
C -0.1468 1.1556 -0.0045 -0.8 2.4 0.3
C -1.0591 0.0497 -0.0054 -1.0 0.5 -0.2
H 2.4355 2.3615 0.1772 -0.1 -0.2 -0.6
H 3.1447 0.9202 -0.7586 -0.5 0.5 0.1
H 2.9281 0.9213 0.9452 0.0 -0.4 0.4
H -0.4376 2.2347 0.0326 0.2 -1.4 0.2
H 2.1765 -2.0996 -0.2709 -0.4 0.7 1.1
N 0.9727 -0.6878 -0.4210 1.9 0.3 0.4
O -0.3098 -1.0680 -0.1486 -1.8 -0.6 0.0
O 1.8100 -1.4543 0.3910 0.7 -1.1 -1.2
S -2.6923 0.1069 0.0784 0.5 -0.4 0.0
```
Positions in Å, forces in eV/Å.

9.
Below is an isolated molecule of C4H5NO2S in a non-equilibrium geometry, with properties calculated with wB97M-V/def2-TZVPD.

Summary:
Energy relative to the best compared isomer or geometry (same formula, charge and spin), eV: 4.001
HOMO-LUMO gap, eV: 8.90
Total energy, Eh: -758.733089

The geometry in XYZ format:
```
13
Properties=species:S:1:pos:R:3:forces:R:3
C 0.7365 0.1113 -0.4046 2.4 2.4 -0.9
C -0.0810 -0.7166 0.1338 -5.2 -2.2 1.3
C -1.4290 0.7179 -0.9054 -5.1 0.7 -0.8
C -0.1800 -1.3109 1.4342 -2.6 0.3 0.1
H 2.4917 -0.2322 0.2413 0.9 -0.5 0.9
H 2.4197 1.0290 -0.7069 0.1 0.4 0.4
H -2.3317 0.9337 -1.7485 2.2 -1.0 2.6
H -1.5653 1.5042 -0.0654 0.3 -1.4 -1.2
H 0.6066 -1.3349 2.0457 4.2 -0.3 2.0
N 1.9482 0.5895 0.0820 0.7 -0.6 -1.1
O -1.4570 -0.6385 -0.3356 1.8 2.3 -1.8
O -1.2187 -1.5947 1.9945 -0.4 -0.4 -0.6
S 0.0598 0.9423 -1.7651 0.7 0.4 -0.8
```
Positions in Å, forces in eV/Å.

10.
Below is an isolated molecule of C4H5NO2S in a non-equilibrium geometry, with properties calculated with wB97M-V/def2-TZVPD.

Summary:
Energy relative to the best compared isomer or geometry (same formula, charge and spin), eV: 4.244
HOMO-LUMO gap, eV: 8.03
Total energy, Eh: -758.724143

The geometry in XYZ format:
```
13
Properties=species:S:1:pos:R:3:forces:R:3
C -0.2252 1.0857 -0.1578 -3.2 0.9 -0.1
C -0.9001 -0.8726 0.6167 1.6 -2.1 1.3
C 0.3874 0.0085 0.5596 0.6 0.0 1.9
C 1.5643 -0.5971 -0.1303 2.4 -1.3 -0.9
N -0.0440 1.8716 -1.0688 0.0 1.0 -0.5
O -0.9225 -2.0841 0.6573 -0.4 1.9 -0.5
O -3.1773 -0.1074 -0.3733 -1.4 0.0 -1.0
S -2.2108 0.3434 0.6174 2.0 0.7 0.1
H 0.6918 0.2746 1.6508 -0.8 -0.1 -1.7
H 2.4220 -0.6948 0.6036 -1.0 -0.3 -1.0
H 2.0311 -0.1107 -1.0542 -1.2 0.0 1.4
H 1.2087 -1.5844 -0.5018 0.7 0.3 0.5
H -0.8253 2.4672 -1.4192 0.7 -0.9 0.4
```
Positions in Å, forces in eV/Å.